[1]
Density functional theory data (the ωB97M-V functional and the def2-TZVPD basis) for 3 unconnected molecules or ions with the total composition C8H14FO5S.

Geometry (Å):
F1 2.03710 2.22693 1.24745
C1 1.12710 0.39893 -1.66855
C2 2.56010 -0.21207 -1.82455
C3 3.45010 -0.31707 -0.61955
O1 3.58110 -1.79407 -0.52655
C4 3.14310 -2.35807 -1.61555
O2 3.17810 -3.58107 -1.86355
O3 2.59310 -1.43207 -2.42655
H1 0.52710 -0.40407 -1.13255
H2 0.89310 1.15293 -2.63755
H3 1.15710 0.87493 -0.64655
H4 2.93610 0.64993 -2.45755
H5 2.98810 -0.08807 0.21845
H6 4.26210 0.11093 -0.27955
C5 -2.97890 -0.66507 0.78545
C6 -1.87090 -0.68007 1.90345
C7 -1.05890 0.58793 1.59345
S1 -2.04490 1.70193 0.60745
O4 -1.59690 1.75393 -0.72555
O5 -2.22790 2.92893 1.34445
C8 -3.48290 0.77193 0.54045
H7 -3.61990 -1.38907 1.18845
H8 -2.69490 -1.08007 0.01145
H9 -1.36990 -1.55207 1.89545
H10 -2.43690 -0.57107 2.90645
H11 -0.09690 0.22893 1.09145
H12 -0.67690 0.99393 2.39945
H13 -4.03190 0.67493 -0.51255
H14 -4.24490 1.06693 1.20345

Cartesian forces (eV/Å) of the 6 atoms listed first:
F -0.07 -0.61 -0.23
C 0.70 -0.13 1.65
C -0.19 5.80 -1.05
C -3.29 -4.80 -2.04
O 1.08 0.38 0.77
C -0.34 -3.30 -1.03

## Properties
DFT total energy ... -32309.4030 eV
Charge ... -1
Kohn-Sham gap ... 7.1 eV
Energy relative to the best compared isomer or geometry (same formula, charge and spin) ... 275.1 kJ/mol
HOMO ... -4.35 eV
Molecular weight ... 241.26 g/mol
Multiplicity ... 1

Atom charges from the Löwdin analysis, given in e for atoms 1 to 8:
1. F -0.81
2. C -0.04
3. C -0.37
4. C -0.01
5. O 0.09
6. C -0.56
7. O 0.07
8. O 0.09



[2]
Density functional theory data (the ωB97M-V functional and the def2-TZVPD basis) for a molecular structure, C8H14IrN2PS.

Geometry (Å):
C1 -0.70233 0.73142 -2.91469
C2 -1.63653 1.87021 -3.20498
C3 -0.85956 2.98109 -3.71405
C4 0.54170 2.61544 -3.56864
C5 0.60143 1.18340 -3.13499
Ir1 0.67629 -0.77116 -1.19119
P1 -0.11875 -2.64207 -0.50031
H1 -1.01265 -0.37582 -3.06731
H2 -2.74596 1.78262 -3.23934
H3 -1.23175 3.88543 -4.34010
H4 1.50336 0.44490 -3.18688
H5 1.40925 3.21437 -3.91668
H6 0.80098 -3.77786 -0.85589
H7 -1.25129 -3.13139 -1.12656
H8 -0.38363 -3.02271 0.83608
S1 0.57550 0.66190 0.24153
C6 0.42294 0.18519 1.93375
N1 1.47112 -0.11143 2.69470
C7 1.08476 -0.83727 3.90609
C8 -0.44325 -0.75122 3.87484
N2 -0.69989 0.00025 2.64681
H9 2.41238 -0.07782 2.33518
H10 1.51264 -0.35206 4.79435
H11 1.44762 -1.87460 3.85777
H12 -0.83585 -0.22753 4.75753
H13 -0.90986 -1.74918 3.82357
H14 -1.62865 0.14588 2.25941

Cartesian forces (eV/Å) of the 6 atoms listed first:
C 0.36 -0.49 -1.60
C 0.86 1.48 -1.44
C -0.57 -1.00 0.10
C -0.93 -1.24 -0.20
C 0.40 -0.23 -0.74
Ir 1.15 -2.07 -3.49

## Properties
DFT total energy ... -34457.6873 eV
Charge ... 0
Kohn-Sham gap (spin up / spin down) ... 4.0 / 5.9 eV
HOMO (spin up / spin down) ... -3.68 / -6.96 eV
Molecular weight ... 393.47 g/mol
Multiplicity ... 5

Atom charges from the Löwdin analysis, given in e for atoms 1 to 8:
1. C -0.27
2. C -0.08
3. C -0.13
4. C -0.06
5. C -0.27
6. Ir 0.24
7. P 0.31
8. H 0.09



[3]
Density functional theory data (the ωB97M-V functional and the def2-TZVPD basis) for a gas-phase ion, C8H14N (charge +1).

Geometry (Å):
C1 0.16033 -2.52668 1.40650
C2 0.63409 -1.46037 0.86586
C3 2.02633 -0.90449 0.90386
N1 1.51964 0.45956 0.64320
C4 2.27187 1.43341 0.35012
C5 0.08890 0.25963 0.60924
C6 -0.69957 0.52849 -0.72848
C7 -1.74556 -0.54922 -0.92366
C8 -1.18570 2.03797 -0.82730
H1 -0.84733 -2.98814 1.22104
H2 0.76596 -3.35129 1.94081
H3 2.49715 -1.10038 1.90324
H4 2.81905 -1.05553 0.23132
H5 2.01105 2.47026 0.20274
H6 3.31017 1.38117 0.19712
H7 -0.38125 0.43688 1.60073
H8 0.01775 0.55834 -1.60390
H9 -2.49509 -0.60726 -0.26924
H10 -1.28683 -1.53538 -0.61789
H11 -2.00686 -0.43123 -1.96436
H12 -0.37901 2.68566 -0.89469
H13 -1.89963 2.20808 -0.05969
H14 -1.71295 2.11875 -1.81067

Cartesian forces (eV/Å) of the 6 atoms listed first:
C -1.24 -4.50 0.65
C 0.12 3.81 -0.80
C -0.41 0.24 2.14
N 2.00 1.12 0.30
C -0.71 1.31 -0.12
C -1.00 -4.32 -0.29

## Properties
DFT total energy ... -10002.1469 eV
Charge ... +1
Kohn-Sham gap ... 8.9 eV
Energy relative to the best compared isomer or geometry (same formula, charge and spin) ... 282.9 kJ/mol
HOMO ... -13.79 eV
Molecular weight ... 124.21 g/mol
SMILES ... C=C1C[N+](=C)[C@H]1C(C)C
Multiplicity ... 1

Atom charges from the Löwdin analysis, given in e for atoms 1 to 8:
1. C 0.05
2. C -0.17
3. C -0.05
4. N -0.07
5. C 0.21
6. C -0.05
7. C -0.34
8. C -0.04



[4]
Density functional theory data (the ωB97M-V functional and the def2-TZVPD basis) for C8H14N2 in the gas phase.

Geometry (Å):
N1 -2.76489 -1.33685 -0.06208
C1 -1.96663 -0.21042 -0.08224
N2 -2.41976 0.96921 0.08398
C2 -1.28712 1.85165 0.16643
C3 -0.04323 0.95626 0.38210
C4 1.32910 1.35009 -0.11714
C5 2.12334 0.07798 -0.44613
C6 1.73356 -1.13114 0.45654
C7 0.25630 -1.58200 0.18665
C8 -0.50127 -0.31473 -0.30081
H1 -3.73957 -1.14150 -0.02410
H2 -2.47143 -2.07068 -0.69785
H3 -1.18851 2.41703 -0.78154
H4 -1.39288 2.62941 0.95082
H5 0.02291 0.77336 1.46351
H6 1.31536 2.02556 -0.99371
H7 1.87693 1.90233 0.67503
H8 1.95866 -0.19749 -1.50233
H9 3.16857 0.30263 -0.33144
H10 2.47514 -1.93619 0.24199
H11 1.85217 -0.83104 1.49871
H12 -0.22879 -1.95415 1.10176
H13 0.24264 -2.39941 -0.49675
H14 -0.35062 -0.14991 -1.37141

Cartesian forces (eV/Å) of the 6 atoms listed first:
N 1.01 -0.06 -0.28
C -0.94 -0.30 -0.03
N -0.42 -0.45 0.50
C 1.05 1.32 -0.20
C -0.46 0.35 0.28
C 0.64 0.64 0.30

## Properties
DFT total energy ... -11503.4810 eV
Charge ... 0
Kohn-Sham gap ... 9.7 eV
Energy relative to the best compared isomer or geometry (same formula, charge and spin) ... 0.0 kJ/mol
HOMO ... -8.77 eV
Molecular weight ... 138.21 g/mol
SMILES ... NC1=NC[C@@H]2CCCC[C@@H]12
Multiplicity ... 1

Atom charges from the Löwdin analysis, given in e for atoms 1 to 8:
1. N 0.14
2. C -0.42
3. N 0.08
4. C -0.19
5. C -0.29
6. C -0.17
7. C -0.20
8. C -0.17



[5]
Density functional theory data (the ωB97M-V functional and the def2-TZVPD basis) for 2 unconnected molecules or ions with the total composition C8H14N2O.

Geometry (Å):
N1 2.97277 -1.19341 -1.07503
C1 2.11843 -0.09464 -0.62510
C2 2.87087 1.03068 0.03427
C3 2.08490 0.06040 0.84465
N2 2.84920 -0.87052 1.60174
H1 2.37567 -1.99283 -1.23030
H2 3.29736 -0.96430 -2.01294
H3 1.20371 0.14022 -1.17821
H4 2.54386 2.06390 -0.07532
H5 3.95148 0.84553 0.05962
H6 1.18594 0.46770 1.29395
H7 3.02500 -0.47223 2.51079
H8 2.26328 -1.67164 1.77645
C4 -1.16729 1.43642 -0.15023
C5 -1.50122 -0.01635 -0.49890
C6 -2.93888 -0.31071 -0.31771
C7 -4.10281 -0.53974 -0.10754
C8 -5.50478 -0.75677 0.18492
O1 -6.27767 0.11699 0.53145
H9 -1.72469 1.74512 0.75433
H10 -0.10283 1.61974 0.06126
H11 -1.48062 2.10861 -0.96371
H12 -1.20503 -0.23676 -1.54007
H13 -0.92099 -0.70222 0.11051
H14 -5.81565 -1.81317 0.01111

Cartesian forces (eV/Å) of the 6 atoms listed first:
N -0.70 0.60 -0.92
C 0.40 -0.32 -0.47
C 0.61 0.22 -0.42
C -0.10 0.64 0.53
N -0.19 -0.26 0.63
H -0.04 -0.42 0.15

## Properties
DFT total energy ... -13547.2150 eV
Charge ... 0
Kohn-Sham gap ... 9.3 eV
Energy relative to the best compared isomer or geometry (same formula, charge and spin) ... 332.8 kJ/mol
HOMO ... -9.07 eV
Molecular weight ... 154.21 g/mol
SMILES ... N[C@@H]1C[C@@H]1N.CCC#CC=O
Multiplicity ... 1

Atom charges from the Löwdin analysis, given in e for atoms 1 to 8:
1. N 0.04
2. C -0.34
3. C -0.07
4. C -0.40
5. N 0.05
6. H 0.07
7. H 0.07
8. H 0.11



[6]
Density functional theory data (the ωB97M-V functional and the def2-TZVPD basis) for a molecular structure, C8H14N2O3S.

Geometry (Å):
C1 -0.93644 -1.83517 -0.66164
C2 -0.92053 -1.01308 -1.83727
C3 -1.20944 -1.41804 0.55159
C4 -1.29605 0.26338 -1.76498
C5 -1.70513 -0.03230 0.83980
C6 -1.57533 0.81772 -0.49211
C7 2.55202 -0.65916 -0.59650
C8 2.35919 -0.05971 1.69253
N1 -2.00791 2.06929 -0.34669
N2 2.11261 0.28351 0.30480
O1 0.51693 2.05213 1.16086
O2 1.16050 1.98278 -1.22864
O3 -3.04962 -0.17733 1.41327
S1 0.73785 1.25522 -0.04468
H1 -0.55679 -2.83685 -0.84485
H2 -0.69539 -1.69158 -2.75526
H3 -1.18916 -2.05719 1.33777
H4 -1.37404 0.93649 -2.64139
H5 -1.12541 0.51939 1.55648
H6 3.63409 -0.57271 -0.65334
H7 2.29394 -1.67868 -0.29554
H8 2.01366 -0.50356 -1.61340
H9 1.79689 0.62123 2.37679
H10 2.27125 -1.09978 1.86264
H11 3.35607 0.48189 2.07661
H12 -2.24223 2.36772 0.54959
H13 -1.41825 2.78887 -0.78034
H14 -3.50329 -0.80447 0.83390

Cartesian forces (eV/Å) of the 6 atoms listed first:
C 1.31 -0.86 -1.05
C -0.37 -2.33 -1.77
C -0.20 2.47 -0.55
C -0.12 0.47 -1.99
C -1.17 -0.90 -1.57
C 0.95 -0.53 2.83

## Properties
DFT total energy ... -28477.0437 eV
Charge ... 0
Kohn-Sham gap (spin up / spin down) ... 6.9 / 6.9 eV
Energy relative to the best compared isomer or geometry (same formula, charge and spin) ... 447.5 kJ/mol
HOMO (spin up / spin down) ... -7.87 / -7.87 eV
Molecular weight ... 218.28 g/mol
Multiplicity ... 1

Atom charges from the Löwdin analysis, given in e for atoms 1 to 8:
1. C -0.11
2. C -0.09
3. C -0.03
4. C -0.08
5. C -0.27
6. C -0.33
7. C -0.17
8. C -0.12